99
Properties=species:S:1:pos:R:3 method="wB97M-V/def2-TZVPD" smiles=COCCNCCOC.OCCO.OCCO.OCCO.CCO.CCO.CCO.CCO.CCO e_tot_ha=-1908.512613 spin_multiplicity=1
C 4.400 -0.957 -1.767
O 3.694 -0.034 -0.956
C 2.666 0.697 -1.716
C 1.992 1.682 -0.848
N 0.947 2.277 -1.544
C 0.434 3.536 -1.134
C -0.983 3.462 -0.631
O -1.516 4.431 -0.168
C -2.082 4.363 1.154
H 5.165 -0.516 -2.339
H 3.694 -1.392 -2.411
H 4.821 -1.788 -1.169
H 1.908 -0.078 -1.896
H 3.003 1.125 -2.643
H 2.619 2.497 -0.417
H 1.528 1.078 -0.023
H 0.181 1.603 -1.532
H 0.659 4.195 -1.999
H 0.987 3.937 -0.279
H -0.975 2.554 0.023
H -1.676 3.108 -1.376
H -1.492 4.275 1.987
H -2.747 3.580 1.204
H -2.564 5.286 1.187
C -4.253 0.951 0.380
C -4.540 1.702 -0.810
O -5.807 2.166 -0.774
H -4.797 0.064 0.566
H -4.505 1.648 1.139
H -3.266 0.681 0.392
H -4.538 1.122 -1.756
H -3.871 2.564 -0.873
H -6.218 1.919 -1.595
C -4.106 -2.823 -1.755
C -3.687 -2.557 -0.412
O -2.500 -1.713 -0.366
H -4.941 -3.499 -1.755
H -3.377 -3.448 -2.280
H -4.339 -1.950 -2.367
H -3.373 -3.477 -0.013
H -4.478 -2.001 0.013
H -1.880 -1.959 0.347
C 0.979 -6.425 1.072
C 1.350 -5.533 2.140
O 1.202 -4.204 1.829
H -0.046 -6.264 0.648
H 1.043 -7.451 1.367
H 1.519 -6.184 0.122
H 2.373 -5.714 2.349
H 0.714 -5.648 3.038
H 2.070 -3.809 1.572
C 3.163 1.249 3.601
C 3.844 0.959 2.338
O 3.105 -0.082 1.744
H 3.574 2.075 4.121
H 3.121 0.413 4.236
H 2.196 1.607 3.417
H 4.963 0.744 2.497
H 3.724 1.826 1.642
H 3.265 0.059 0.812
C 0.798 5.492 2.463
C 1.518 4.242 2.447
O 2.656 4.262 1.621
H 0.597 5.870 1.411
H 1.238 6.326 2.845
H -0.243 5.339 3.035
H 0.845 3.511 2.046
H 1.893 3.922 3.416
H 3.015 5.176 1.570
C 0.425 -3.000 -1.065
C 1.775 -3.403 -1.280
O 2.583 -3.027 -0.170
O -0.448 -3.522 -2.005
H 0.337 -1.891 -1.001
H 0.061 -3.475 -0.113
H 2.186 -2.910 -2.223
H 1.738 -4.474 -1.390
H 3.543 -2.936 -0.449
H -0.356 -4.440 -1.928
C -0.914 0.303 -3.143
C -2.106 -0.112 -3.889
O -1.849 -0.461 -5.167
O -1.164 0.407 -1.864
H -0.374 1.174 -3.547
H -0.142 -0.462 -3.199
H -2.852 0.664 -3.852
H -2.522 -0.938 -3.358
H -1.453 -1.383 -5.170
H -1.357 -0.443 -1.482
C -0.703 0.147 1.588
C 0.042 -1.041 1.945
O -0.777 -2.234 1.889
O 0.120 1.171 1.976
H -1.719 0.239 2.050
H -0.902 0.301 0.572
H 0.761 -0.952 2.718
H 0.678 -1.282 1.167
H -0.224 -2.999 1.870
H 0.919 0.875 2.325